<i>
Below is a cluster of 16 separate species, C32H96O16 in total, with properties calculated with the ωB97M-V functional and the def2-TZVPD basis.

LUMO energy = 0.6 eV
HOMO energy = -9.7793 eV

Geometry as XYZ:
```
144
Properties=species:S:1:pos:R:3:mulliken_charge:R:1
C 15.9821 10.1606 14.6376 -1.283
C 15.2624 11.4629 14.8106 0.483
O 16.2553 12.4899 15.1555 -0.604
H 16.8829 10.2863 13.9515 0.247
H 15.3498 9.2976 14.2888 0.208
H 16.4012 9.9627 15.6293 0.417
H 14.5202 11.4262 15.6634 0.404
H 14.6345 11.7911 13.8787 -0.216
H 16.3110 13.1302 14.4061 0.353
C 13.5856 14.2407 16.1266 -0.850
C 12.7806 15.3743 15.4050 0.643
O 11.4070 14.9423 15.4891 -0.372
H 14.6133 14.5156 16.1225 0.546
H 13.4680 13.3618 15.4893 -0.278
H 13.1007 14.0653 17.0812 0.271
H 13.0699 15.4616 14.3348 -0.566
H 12.7977 16.3628 15.9269 0.341
H 10.8214 15.7013 15.2452 0.029
C 10.1823 18.8147 10.9210 -1.601
C 10.6737 17.3688 11.0645 1.296
O 9.8284 16.7322 12.0638 -0.611
H 10.5235 19.3816 11.7240 0.399
H 9.1090 18.8503 10.8349 0.392
H 10.6159 19.2215 10.0110 0.268
H 11.7676 17.3173 11.3809 -0.568
H 10.4929 16.8721 10.0818 0.113
H 9.7073 15.7875 11.8928 0.070
C 9.2642 13.0371 17.5895 -1.069
C 10.3494 12.1324 17.0362 -0.220
O 10.5442 12.4008 15.6454 -0.052
H 9.4786 14.0518 17.3227 0.096
H 9.0632 12.8330 18.6238 0.436
H 8.2704 12.8521 17.0826 0.266
H 10.0130 11.1001 17.1526 0.298
H 11.2842 12.1590 17.7501 0.232
H 10.9558 13.2957 15.4923 -0.020
C 14.2818 17.5365 11.5375 -1.510
C 14.2618 16.7083 10.2883 2.365
O 14.8414 17.3280 9.1646 -0.674
H 15.2909 17.8806 11.6119 0.500
H 14.0305 16.9025 12.3782 -0.017
H 13.6966 18.3730 11.3903 0.620
H 13.2939 16.3520 9.9935 -0.582
H 14.8796 15.8454 10.5192 -0.946
H 14.4936 18.2536 9.1102 0.306
C 7.2031 14.7930 9.5538 -0.390
C 5.9457 13.9559 9.9117 -0.458
O 5.8174 12.8058 8.9463 -0.549
H 7.4697 15.4848 10.3343 0.132
H 7.0631 15.3679 8.6197 0.412
H 7.9903 14.0746 9.3814 -0.026
H 4.9783 14.4300 9.8638 0.485
H 5.9362 13.5444 10.9569 0.095
H 5.5873 13.1637 8.0772 0.268
C 16.3873 12.6084 11.2460 -0.356
C 16.8075 14.0253 11.6068 -0.293
O 16.1861 14.4873 12.7544 -0.419
H 16.2016 12.0643 12.1737 -0.210
H 17.0686 12.1420 10.6339 0.673
H 15.3812 12.5655 10.7679 -0.190
H 16.5233 14.6815 10.7544 0.130
H 17.8548 14.0222 11.8066 0.498
H 16.4591 15.3907 12.9549 0.216
C 6.3070 10.7397 12.6213 -1.488
C 7.7623 10.7802 12.1724 0.701
O 8.0940 11.9874 11.5166 -0.377
H 5.5370 10.9517 11.8691 0.310
H 6.2571 11.4206 13.4602 0.369
H 6.0545 9.7684 13.1267 0.358
H 7.9056 9.9295 11.4409 -0.186
H 8.4876 10.6440 13.0057 -0.005
H 8.2225 11.7901 10.5968 0.108
C 9.8475 8.4406 15.1291 -1.354
C 11.1518 9.0081 14.6657 -0.105
O 11.0848 10.0567 13.7478 0.246
H 9.0216 9.1734 15.2473 0.254
H 9.9868 8.0489 16.1107 0.406
H 9.3758 7.6663 14.5363 0.364
H 11.7003 8.1623 14.1566 0.252
H 11.7475 9.3357 15.5338 0.311
H 10.8505 10.8030 14.2474 -0.347
C 7.5309 8.6886 8.5555 -1.177
C 8.4659 9.8968 8.2678 0.091
O 7.9555 11.0218 8.9529 -0.182
H 7.5851 8.4507 9.6140 0.267
H 7.8610 7.7098 8.0526 0.333
H 6.5372 8.9842 8.4119 0.344
H 8.5649 10.2186 7.2102 0.368
H 9.4868 9.6765 8.7136 -0.166
H 7.4006 11.6080 8.4485 0.072
C 11.7945 14.8383 7.9778 0.210
C 12.1015 13.3648 7.9728 0.212
O 10.9367 12.7275 8.4906 -0.368
H 10.8675 15.0126 7.4425 0.392
H 12.6476 15.4490 7.7323 -0.152
H 11.6069 15.0582 9.0334 -0.621
H 12.9822 13.0893 8.5337 -0.292
H 12.3776 12.9956 6.9344 0.286
H 11.2165 11.9496 8.9607 0.256
C 16.0206 13.5889 7.0884 -1.056
C 15.5407 14.1623 5.7743 -0.259
O 15.0000 15.4677 5.8563 -0.499
H 16.5783 14.3553 7.5556 0.402
H 16.6633 12.7497 6.7947 0.409
H 15.3301 13.3161 7.8672 0.129
H 14.9131 13.5088 5.2141 0.334
H 16.5371 14.1782 5.1786 0.254
H 14.9036 15.7774 6.7187 0.284
C 13.3269 19.3347 6.0594 -1.374
C 12.5321 19.2030 7.3105 0.338
O 13.3122 19.7816 8.4145 -0.599
H 12.7798 18.9444 5.1702 0.348
H 14.2943 18.8006 6.1421 0.274
H 13.5615 20.3640 5.8520 0.373
H 12.3924 18.1516 7.5815 -0.064
H 11.6116 19.7339 7.0618 0.458
H 12.6935 20.2756 8.9731 0.276
C 10.6450 18.7211 16.3332 -1.137
C 9.7404 18.0035 15.3677 -0.147
O 10.6562 17.3929 14.4194 -0.419
H 11.1677 19.5428 15.9069 0.311
H 11.3225 18.0030 16.7917 0.191
H 9.9949 19.1534 17.0980 0.412
H 9.0525 18.6145 14.7553 0.334
H 9.0930 17.2814 15.8419 0.265
H 10.2489 17.0472 13.5767 0.519
C 12.3663 14.0874 12.0857 1.482
C 11.1895 13.1761 12.2630 1.357
O 10.0403 13.9849 11.8427 0.322
H 12.4424 14.3652 11.0268 -0.781
H 13.4085 13.6911 12.4033 -0.214
H 12.1242 15.0085 12.5801 -0.882
H 11.1927 12.8598 13.2713 -0.997
H 11.2600 12.3510 11.5711 0.180
H 9.3630 13.2427 11.8176 -0.002
C 13.5196 9.3008 11.4263 -0.777
C 12.3349 9.1398 10.4187 -0.513
O 12.2527 10.3720 9.6524 -0.446
H 14.4396 9.5640 10.9000 0.535
H 13.7425 8.2904 11.9253 0.351
H 13.1847 10.0007 12.2116 -0.069
H 11.4159 8.9450 10.9284 0.301
H 12.5752 8.3813 9.6476 0.382
H 13.1174 10.6969 9.3092 0.139
```

---

<ii>
Below is a cluster of 16 separate species, C32H96O16 in total, with properties calculated with the ωB97M-V functional and the def2-TZVPD basis.

LUMO energy = 0.2 eV
HOMO energy = -9.6902 eV

Geometry as XYZ:
```
144
Properties=species:S:1:pos:R:3:mulliken_charge:R:1
C 2.9736 0.3655 -3.4777 0.659
C 4.0686 -0.1996 -4.3942 -0.683
O 5.3501 -0.0128 -3.8379 -0.623
H 3.0414 -0.1517 -2.5141 -0.257
H 1.9728 0.1201 -3.8307 -0.105
H 3.1180 1.4307 -3.3090 -0.002
H 4.0312 0.3022 -5.3621 0.393
H 3.8561 -1.2693 -4.5127 0.225
H 5.5060 -0.7720 -3.2424 0.461
C 3.8005 -3.5494 -2.3288 -0.459
C 5.2785 -3.4163 -2.0062 -0.499
O 5.6346 -2.0408 -1.9913 -0.504
H 3.2777 -2.7033 -1.8765 -0.113
H 3.2767 -4.4098 -1.9158 0.392
H 3.6426 -3.6038 -3.4065 0.272
H 5.8885 -3.9488 -2.7406 0.285
H 5.4837 -3.9093 -1.0512 0.387
H 6.4962 -1.9368 -1.5733 0.242
C -2.5614 -4.6262 -2.1377 -0.671
C -4.0287 -4.3415 -2.3673 -0.475
O -4.7221 -4.5573 -1.1364 -0.494
H -2.2004 -4.0208 -1.3017 -0.177
H -1.9681 -4.3654 -3.0152 0.350
H -2.3773 -5.6723 -1.8868 0.532
H -4.4970 -4.9397 -3.1548 0.420
H -4.1265 -3.2927 -2.6762 0.240
H -5.6556 -4.3714 -1.2828 0.248
C 4.8160 4.2439 -0.5948 -1.394
C 3.3089 4.4608 -0.7077 0.219
O 2.6580 3.4290 0.0712 0.237
H 5.0933 4.0353 0.4365 0.387
H 5.3590 5.1372 -0.9156 0.398
H 5.1421 3.4290 -1.2389 0.252
H 2.9856 4.3895 -1.7475 -0.044
H 3.0058 5.4407 -0.3321 0.347
H 1.9411 3.0980 -0.4999 -0.336
C -2.9408 -3.2365 1.7536 1.068
C -3.0273 -4.7244 1.9980 -0.579
O -4.2309 -5.2941 1.5392 -0.629
H -1.9029 -2.9009 1.7928 -0.641
H -3.6019 -2.7046 2.4350 0.490
H -3.2450 -2.9901 0.7316 -0.622
H -2.9600 -4.9873 3.0594 0.346
H -2.1284 -5.2463 1.6359 0.046
H -4.3025 -5.1178 0.5839 0.455
C 0.8091 2.8059 3.9870 -0.071
C 0.9180 1.4504 4.6093 0.466
O 0.0649 1.4030 5.7629 -0.567
H 1.5672 2.8986 3.2056 -0.191
H 0.9542 3.6285 4.6848 0.333
H -0.1883 2.8918 3.5492 -0.199
H 1.9416 1.1444 4.8628 0.239
H 0.6719 0.6370 3.9109 -0.317
H 0.4550 0.8106 6.4105 0.337
C 0.4235 5.0678 -3.6769 -1.163
C 0.8059 3.5974 -3.5265 -0.384
O 0.6050 3.1715 -2.1688 0.594
H 0.2475 5.3886 -4.7029 0.355
H 1.2365 5.6310 -3.2167 0.289
H -0.4928 5.2853 -3.1266 0.180
H 1.8620 3.4569 -3.7548 0.323
H 0.1974 2.9215 -4.1327 0.360
H -0.3086 2.8386 -2.1097 -0.255
C -4.7318 -0.7110 -0.7466 -1.417
C -3.4937 -0.8471 -1.6153 0.565
O -2.3921 -0.2044 -0.9585 0.748
H -5.5973 -1.1867 -1.2183 0.425
H -5.0300 0.3384 -0.6636 0.276
H -4.5781 -1.0936 0.2582 0.205
H -3.5670 -0.4287 -2.6234 0.488
H -3.2731 -1.9206 -1.6777 -0.829
H -1.6734 -0.8386 -0.8110 -0.441
C -3.3838 2.0779 2.1382 0.618
C -4.4469 1.8051 3.1880 -0.664
O -4.5046 2.8942 4.1084 -0.559
H -3.6310 2.9716 1.5628 0.169
H -3.2697 1.2981 1.3762 -0.183
H -2.3943 2.2061 2.5818 -0.408
H -4.2633 0.8509 3.6884 0.289
H -5.4439 1.7214 2.7555 0.324
H -3.7725 2.7798 4.7247 0.315
C 0.6059 0.3313 0.3581 0.298
C 1.0284 -1.1145 0.1922 -0.061
O -0.0843 -1.8200 -0.3970 1.322
H -0.4515 0.4177 0.6030 0.014
H 0.7084 0.8731 -0.5887 -0.557
H 1.2253 0.8734 1.0718 -0.102
H 1.2656 -1.5820 1.1535 0.484
H 1.8843 -1.2184 -0.4783 -0.208
H 0.2143 -2.7298 -0.6008 -0.917
C 4.6931 0.4427 3.2063 -1.278
C 4.0337 1.1514 2.0353 0.604
O 3.8761 2.5273 2.3603 -0.604
H 4.0103 0.3794 4.0493 0.229
H 5.6368 0.9267 3.4557 0.337
H 4.9359 -0.5730 2.8759 0.346
H 3.0274 0.7303 1.9037 -0.368
H 4.5703 1.0234 1.0931 0.359
H 3.5979 2.9689 1.5339 0.271
C -1.3413 4.9479 0.9021 -0.556
C 0.1335 5.2008 1.2001 0.673
O 0.2731 6.3606 2.0237 -0.628
H -1.4303 4.1860 0.1212 -0.356
H -1.8192 5.8299 0.4790 0.495
H -1.7642 4.5448 1.8198 0.216
H 0.6798 5.3789 0.2699 -0.072
H 0.5396 4.3265 1.7066 -0.246
H 0.9419 6.1873 2.6898 0.359
C 0.5902 -4.9030 1.3737 -0.766
C 0.5599 -5.4681 -0.0262 -0.268
O 1.0153 -4.4459 -0.9397 -0.611
H 0.0419 -5.5510 2.0556 0.470
H 0.1119 -3.9228 1.3508 -0.178
H 1.6191 -4.7855 1.7114 0.509
H -0.4182 -5.8485 -0.3354 0.123
H 1.2716 -6.2999 -0.1142 0.357
H 0.8120 -4.7518 -1.8322 0.211
C 0.3005 -1.7939 -2.9581 0.969
C -0.6153 -0.5927 -3.0277 1.410
O -1.3811 -0.5298 -4.2453 -0.705
H -0.2824 -2.6346 -2.5726 -1.106
H 1.0760 -1.6020 -2.2141 -0.722
H 0.7716 -2.0056 -3.9160 0.513
H -0.0360 0.3387 -2.9991 -0.559
H -1.3062 -0.5128 -2.1887 -0.190
H -0.8238 -0.1010 -4.8993 0.434
C -3.4799 4.4293 -1.9265 -0.894
C -3.5712 2.9093 -1.8620 0.018
O -2.2577 2.3686 -1.8932 -0.548
H -2.8398 4.8373 -1.1472 -0.082
H -4.4611 4.9007 -1.8786 0.429
H -3.0232 4.6929 -2.8845 0.298
H -4.1293 2.5534 -2.7361 0.394
H -4.1160 2.6363 -0.9517 0.054
H -2.3405 1.4300 -1.5861 0.071
C -0.9795 -1.7631 4.2420 -0.279
C -0.4828 -3.0372 4.8695 -0.183
O -1.2835 -3.3246 6.0240 -0.561
H -0.4147 -1.5099 3.3426 -0.314
H -0.8511 -0.9033 4.9021 0.412
H -2.0545 -1.8101 4.0763 0.223
H 0.5651 -3.0013 5.1883 0.402
H -0.6003 -3.8569 4.1456 0.020
H -0.8316 -4.0224 6.5069 0.301
```

---

Last place for stability: <i>

---

<i>
Below is a cluster of 2 separate species, C3H8N4O in total, with properties calculated with the ωB97M-V functional and the def2-TZVPD basis.

LUMO energy = 0.8 eV
SMILES = NC(N)=O.CNC#N
HOMO energy = -9.0969 eV

Geometry as XYZ:
```
16
Properties=species:S:1:pos:R:3:mulliken_charge:R:1
N -0.8503 -1.9767 -1.1023 -0.426
C -1.1980 -0.8812 -0.3479 0.398
N -2.2608 -0.1842 -0.8912 -0.346
O -1.0084 -0.8629 0.8949 -0.715
H -0.4589 -2.7568 -0.6002 0.227
H -0.4940 -1.8587 -2.0351 0.258
H -2.5369 0.6379 -0.3789 0.254
H -2.2725 -0.0695 -1.8916 0.245
C 2.0220 1.0693 1.4548 -0.841
N 0.7352 0.9670 0.8024 -0.213
C 0.6023 0.7816 -0.5236 0.480
N 0.7081 1.0048 -1.6585 -0.514
H 2.3427 0.1317 1.9193 0.290
H 1.9695 1.8283 2.2359 0.292
H 2.7814 1.3739 0.7353 0.315
H -0.0812 0.7955 1.3868 0.295
```

---

<ii>
Below is a structure of composition C3H8N4O, with properties calculated with the ωB97M-V functional and the def2-TZVPD basis.

LUMO energy = 0.5 eV
HOMO energy = -8.5935 eV

Geometry as XYZ:
```
16
Properties=species:S:1:pos:R:3:mulliken_charge:R:1
C 0.2452 1.2963 -1.0661 -0.797
C 0.9643 0.6003 0.0715 0.852
C -0.8653 -0.8579 0.9365 0.062
N -0.6728 -1.5195 2.0904 -0.605
N -0.0256 0.4562 -2.2198 -0.588
O 2.2759 0.8705 0.1269 -0.473
N 0.4774 -0.2781 0.8610 -0.324
N -1.7866 -0.5875 0.0884 -0.646
H 2.6890 0.3661 0.8446 0.342
H -1.4552 -1.9804 2.5322 0.183
H 0.5603 -0.9771 1.9459 0.526
H -2.6737 -0.9973 0.3657 0.197
H 0.8243 0.0423 -2.5859 0.238
H -0.6758 -0.2739 -1.9319 0.309
H 0.8359 2.1707 -1.3439 0.337
H -0.7172 1.6694 -0.7155 0.386
```

---

Last place for stability: <ii>